(1)
Below is a structure of composition C42H36ClN6O6PS4Zr, with properties calculated with the ωB97M-V functional and the def2-TZVPD basis.

Element x y z (Å)
1 Zr -1.171 -0.861 0.317
2 Cl -0.450 5.025 2.692
3 S 0.658 -2.392 -2.862
4 S -0.565 -5.373 1.862
5 S -3.992 -3.173 -2.928
6 S 3.144 -2.793 -1.326
7 P -1.029 1.195 -1.824
8 O 0.075 -0.924 1.898
9 O 0.367 -0.072 4.363
10 O -4.530 0.751 2.192
11 O -3.487 5.206 2.757
12 O -2.963 -0.214 0.917
13 O -4.797 3.428 2.913
14 N -1.363 -3.123 1.019
15 N 1.883 -1.681 0.755
16 N -1.177 1.449 1.564
17 N -2.504 -2.157 -1.152
18 N -0.382 2.479 1.915
19 N 0.944 -1.724 -0.299
20 C -2.267 2.460 -1.378
21 C 2.138 -1.165 3.094
22 C -2.227 -3.515 -1.181
23 C -1.300 0.925 -3.607
24 C 1.930 4.004 -1.404
25 C 1.033 2.293 2.127
26 C -3.629 4.020 2.695
27 C -1.584 -0.314 -4.170
28 C 0.683 3.396 -1.402
29 C -1.137 3.528 2.332
30 C 1.507 -2.239 -1.356
31 C 3.713 -0.963 5.381
32 C 2.919 1.990 -2.271
33 C 1.676 1.379 -2.273
34 C 1.808 1.661 1.171
35 C 3.047 3.302 -1.831
36 C 2.932 2.516 3.560
37 C 3.162 1.475 1.409
38 C 3.222 -3.147 -3.107
39 C 1.362 -1.280 1.860
40 C 2.420 -0.489 5.397
41 C -2.420 1.826 1.852
42 C 1.620 -0.577 4.259
43 C 0.552 2.078 -1.831
44 C -1.187 2.039 -4.444
45 C 1.846 -3.565 -3.579
46 C -2.903 -4.213 -2.120
47 C -1.772 -0.441 -5.539
48 C 3.462 -1.635 3.101
49 C -0.936 -3.728 2.114
50 C -3.486 -1.851 -1.986
51 C -1.034 -5.265 0.223
52 C -1.377 1.914 -5.809
53 C 1.576 2.693 3.341
54 C -1.464 -4.012 -0.041
55 C -0.845 -3.144 3.483
56 C -3.444 0.762 1.681
57 C -1.673 0.672 -6.359
58 C -4.188 -0.541 -2.080
59 C -2.470 3.138 2.337
60 C 3.730 1.919 2.592
61 C 4.247 -1.538 4.225
62 H 0.953 3.121 4.114
63 H -1.995 2.967 -0.456
64 H 4.319 -0.886 6.275
65 H -5.131 -0.660 -2.612
66 H 2.028 5.029 -1.071
67 H -1.660 -1.193 -3.546
68 H -4.779 2.457 2.804
69 H -0.062 -0.137 3.495
70 H 0.167 -2.810 3.712
71 H -3.238 1.989 -1.236
72 H -1.032 -6.125 -0.427
73 H 1.591 -4.571 -3.248
74 H -1.997 -1.411 -5.964
75 H -1.528 -2.305 3.586
76 H 5.260 -1.914 4.218
77 H 3.948 -3.946 -3.248
78 H 4.787 1.781 2.774
79 H -2.891 -5.275 -2.301
80 H 3.764 0.973 0.662
81 H 1.577 0.359 -2.632
82 H 3.361 2.834 4.501
83 H -1.821 0.576 -7.426
84 H -0.932 3.010 -4.035
85 H -1.289 2.783 -6.446
86 H -0.176 3.960 -1.062
87 H 1.994 -0.038 6.284
88 H 3.852 -2.084 2.198
89 H -3.599 0.196 -2.622
90 H -4.401 -0.181 -1.074
91 H 3.569 -2.257 -3.630
92 H 3.789 1.448 -2.618
93 H 4.018 3.778 -1.829
94 H -2.355 3.200 -2.174
95 H 1.376 1.320 0.239
96 H 1.750 -3.504 -4.661
97 H -1.118 -3.900 4.218

## Properties
* E_HOMO: -12.988 eV
* LUMO level: -6.2 eV
* total charge: +2
* max |F|: 0.01281 Eh/bohr
* E: -4843.189941 hartree
* ΔE to the lowest compared entry with this formula, charge and spin: 106.0 kJ/mol

Mulliken atomic charge list, values in e, 6 entries: -0.426, -0.076, 0.225, -0.157, -0.096, 0.042

(2)
Below is a structure of composition C42H37BBr2N13OTa, with properties calculated with the ωB97M-V functional and the def2-TZVPD basis.

Element x y z (Å)
1 Ta 0.006 -0.236 -0.023
2 Br 4.589 -4.620 4.535
3 Br 2.113 0.283 3.199
4 O 1.137 -1.307 0.859
5 N 1.763 1.108 -0.459
6 N 0.254 4.584 -0.647
7 N -0.923 2.474 -1.127
8 N 0.003 2.805 1.170
9 N 1.596 2.448 -0.658
10 N -0.176 -2.613 -2.228
11 N 0.579 -0.399 -2.457
12 N 2.275 -3.622 -0.129
13 N -0.568 -2.291 -1.092
14 N 0.904 5.017 -1.757
15 N -0.303 1.537 1.571
16 N -1.885 -1.375 0.987
17 N -1.293 1.160 -1.053
18 C -1.646 -2.739 0.947
19 C -5.520 0.111 2.408
20 C -1.437 -5.499 0.510
21 C -2.001 -3.648 1.956
22 C 2.788 -4.745 -0.582
23 C 3.533 -5.635 0.205
24 C -3.195 -0.252 -1.912
25 C -1.032 -4.629 -0.472
26 C 2.777 2.990 -0.980
27 C -1.825 3.140 -1.850
28 C 3.059 0.815 -0.699
29 C 3.727 1.987 -1.028
30 C -3.259 0.473 1.669
31 C -0.831 0.374 3.724
32 C -5.397 -1.252 2.134
33 C -0.412 6.663 -0.975
34 C 1.058 7.080 -3.089
35 C 3.811 -5.289 1.498
36 C -0.219 2.852 3.370
37 C 2.011 -2.026 1.611
38 C 3.647 -0.551 -0.633
39 C -4.451 0.970 2.135
40 C -0.559 5.575 -0.168
41 C 0.583 -1.876 -4.348
42 C 2.521 -3.282 1.151
43 C -0.449 1.559 2.908
44 C -2.806 2.261 -2.275
45 C -1.060 -3.248 -0.234
46 C -2.445 1.027 -1.758
47 C 3.293 -2.288 3.661
48 C 1.264 0.394 -4.598
49 C -1.870 -5.003 1.746
50 C 3.647 -3.564 3.300
51 C 3.331 -4.066 2.011
52 C 0.342 -1.607 -3.005
53 C -4.218 -1.760 1.645
54 C -3.083 -0.918 1.462
55 C 1.020 0.577 -3.244
56 C 1.048 -0.856 -5.160
57 C 0.533 6.268 -1.965
58 C 0.075 3.598 2.246
59 C 2.505 -1.522 2.806
60 B 0.251 3.122 -0.313
61 H 4.080 -0.728 0.353
62 H -0.671 -4.984 -1.425
63 H 1.379 8.061 -2.738
64 H 3.903 -6.557 -0.221
65 H -3.885 -0.160 -2.747
66 H -1.198 5.423 0.686
67 H -2.540 -1.104 -2.095
68 H 4.462 -0.628 -1.350
69 H -0.881 7.626 -0.875
70 H 4.430 -5.922 2.119
71 H -1.890 0.433 3.985
72 H 0.273 7.268 -3.824
73 H -4.176 -2.797 1.349
74 H -0.253 3.197 4.388
75 H -1.748 4.200 -2.033
76 H -3.789 -0.455 -1.020
77 H -0.647 -0.564 3.200
78 H -2.439 1.143 1.454
79 H -6.244 -1.910 2.269
80 H 4.773 2.095 -1.258
81 H 2.864 4.040 -1.191
82 H 1.636 1.217 -5.190
83 H 2.620 -4.954 -1.634
84 H -3.669 2.492 -2.874
85 H 2.916 -1.330 -0.852
86 H -4.562 2.033 2.296
87 H -2.127 -5.695 2.538
88 H 0.383 -2.871 -4.721
89 H 1.889 6.581 -3.580
90 H 0.357 4.635 2.171
91 H -6.451 0.503 2.793
92 H 1.192 1.543 -2.787
93 H -1.401 -6.567 0.344
94 H 1.245 -1.030 -6.209
95 H -0.274 0.380 4.659
96 H -2.349 -3.269 2.908
97 H 3.616 -1.879 4.607

## Properties
* E_HOMO (spin up / spin down): -15.546 / -15.550 eV
* LUMO level (spin up / spin down): -10.0 / -10.4 eV
* 2S+1: 2
* total charge: +3
* max |F|: 0.04709 Eh/bohr
* E: -7638.974603 hartree
* ΔE to the lowest compared entry with this formula, charge and spin: 0.0 kJ/mol

Mulliken atomic charge list, values in e, 6 entries: 2.213, -0.117, 0.068, 0.948, 0.243, 0.610

(3)
Below is a structure of composition C42H37BrCoN8O2SSb, with properties calculated with the ωB97M-V functional and the def2-TZVPD basis.

Element x y z (Å)
1 Sb -0.357 1.433 -2.376
2 Br 0.481 -3.398 0.113
3 Co 0.109 -0.887 0.416
4 S 0.715 -0.573 -1.726
5 O 0.257 0.939 0.696
6 O -0.090 2.583 2.716
7 N -0.784 -1.024 4.686
8 N -2.732 -1.687 5.677
9 N -0.609 -1.118 2.316
10 N 1.140 -0.376 3.705
11 N 1.961 -0.946 0.934
12 N -2.660 -1.663 3.386
13 N -1.814 -1.288 -0.045
14 N 2.415 0.310 1.188
15 C -3.834 -2.150 0.908
16 C 3.403 4.519 1.576
17 C -0.859 1.741 -5.433
18 C -0.104 -0.837 3.562
19 C -2.554 -1.642 1.018
20 C -0.484 1.653 -6.766
21 C 0.923 -6.177 1.861
22 C 1.871 2.667 1.295
23 C 1.748 3.607 -2.354
24 C 1.493 -8.481 1.492
25 C -1.912 -1.473 2.339
26 C -0.059 4.002 -0.791
27 C 0.757 1.136 -7.110
28 C 3.188 -6.792 1.302
29 C 2.592 5.019 2.590
30 C 0.009 1.299 -4.441
31 C -2.721 1.631 -0.474
32 C -2.031 -1.459 4.573
33 C 1.258 0.781 -4.787
34 C 1.587 1.369 0.585
35 C -2.383 1.564 -1.825
36 C 1.063 3.183 2.314
37 C 0.564 3.201 -1.742
38 C 0.510 5.220 -0.449
39 C -4.050 1.758 -0.102
40 C -2.340 -1.470 -1.260
41 C -5.044 1.819 -1.071
42 C 0.555 -7.511 1.817
43 C -3.379 1.631 -2.796
44 C 2.615 -1.986 1.289
45 C -3.615 -1.967 -1.455
46 C 2.242 -5.807 1.590
47 C 1.628 0.702 -6.121
48 C 1.430 4.363 2.952
49 C -4.708 1.757 -2.415
50 C 1.691 5.627 -1.050
51 C 3.029 3.354 0.933
52 C 2.681 -4.411 1.643
53 C 2.809 -8.121 1.235
54 C 2.311 4.824 -1.999
55 C 2.087 -3.324 1.147
56 C -4.382 -2.308 -0.355
57 H 2.596 0.300 -6.386
58 H -2.307 -1.541 6.576
59 H 3.409 0.447 1.320
60 H 1.616 0.088 2.941
61 H 1.369 -0.085 4.643
62 H -3.145 1.574 -3.850
63 H -3.682 -2.009 5.611
64 H -5.381 -2.703 -0.475
65 H -5.478 1.811 -3.173
66 H 0.029 5.848 0.289
67 H 3.635 2.971 0.117
68 H 2.223 3.000 -3.115
69 H -4.368 -2.408 1.809
70 H 1.202 -9.522 1.456
71 H 3.227 5.150 -2.474
72 H 3.602 -1.878 1.733
73 H -1.706 -1.229 -2.100
74 H 0.197 -5.426 2.143
75 H 3.638 -4.223 2.126
76 H 1.866 1.467 -0.469
77 H -4.308 1.822 0.947
78 H 3.542 -8.879 0.995
79 H 4.219 -6.513 1.119
80 H 1.046 1.075 -8.150
81 H 1.943 0.419 -4.028
82 H -0.985 3.696 -0.319
83 H -1.952 1.587 0.284
84 H 2.131 6.579 -0.783
85 H -0.241 1.832 2.115
86 H 2.867 5.934 3.099
87 H -6.080 1.924 -0.778
88 H -3.987 -2.087 -2.462
89 H -0.463 -7.796 2.046
90 H -1.820 2.177 -5.197
91 H 0.786 4.747 3.731
92 H 4.306 5.038 1.287
93 H -1.161 1.997 -7.535

## Properties
* E_HOMO (spin up / spin down): -12.644 / -12.644 eV
* LUMO level (spin up / spin down): -5.9 / -5.9 eV
* total charge: +2
* max |F|: 0.01174 Eh/bohr
* E: -6806.014117 hartree
* ΔE to the lowest compared entry with this formula, charge and spin: 0.0 kJ/mol

Mulliken atomic charge list, values in e, 6 entries: 2.289, 0.132, -1.690, -0.740, 0.544, -0.733

(4)
Below is a structure of composition C42H37Cl2F3N7S3Y, with properties calculated with the ωB97M-V functional and the def2-TZVPD basis.

Element x y z (Å)
1 Y 0.079 0.133 -0.150
2 Cl 3.203 -3.708 -1.315
3 Cl 2.737 1.733 -1.671
4 S -1.318 0.251 2.444
5 S -2.589 0.208 -1.303
6 S -0.214 4.898 1.449
7 F 5.457 -1.636 4.955
8 F 4.013 -3.062 5.702
9 F 5.310 -3.603 4.054
10 N -1.361 -2.439 1.011
11 N -0.063 1.416 -2.989
12 N 2.235 1.783 1.284
13 N 1.658 -1.024 1.880
14 N 1.660 -1.028 -1.102
15 N -1.250 -2.542 -2.083
16 N 1.299 -0.166 -3.956
17 C -0.390 -2.613 5.120
18 C 3.871 -2.071 -1.377
19 C 2.787 -0.968 3.981
20 C -2.343 -2.088 -2.897
21 C -3.838 -2.518 -4.767
22 C -2.786 -2.889 -3.948
23 C 2.381 -2.086 1.542
24 C 5.049 0.387 -1.649
25 C -0.970 -3.583 0.199
26 C -0.781 2.531 -3.090
27 C 0.632 1.747 -5.263
28 C 4.578 -2.592 4.564
29 C -0.096 2.909 -5.331
30 C -2.823 -2.263 1.002
31 C 2.938 -0.963 -1.313
32 C 0.488 3.370 1.002
33 C -1.657 3.143 0.291
34 C 0.629 1.013 -4.059
35 C 4.128 3.721 1.868
36 C -1.625 -3.617 -1.176
37 C 3.557 -2.061 3.602
38 C 3.507 1.462 1.486
39 C -0.071 -2.909 -2.853
40 C -1.721 4.404 0.805
41 C 1.881 3.074 1.328
42 C -0.827 -1.436 4.532
43 C 3.354 -2.641 2.366
44 C -0.829 3.324 -4.222
45 C 5.240 -1.977 -1.480
46 C 5.867 -0.744 -1.599
47 C 4.497 2.385 1.780
48 C -1.051 -1.320 3.159
49 C -4.463 -1.300 -4.520
50 C -4.039 -0.504 -3.477
51 C 2.814 4.071 1.640
52 C 1.848 -0.488 3.089
53 C 3.686 0.271 -1.540
54 C -0.457 -3.662 2.967
55 C -0.940 -2.499 2.383
56 C -0.161 -3.724 4.328
57 C -0.370 2.500 0.382
58 C -2.978 -0.862 -2.624
59 H -0.295 -4.544 2.364
60 H 1.214 0.359 3.320
61 H 1.194 1.379 -6.112
62 H -2.579 5.056 0.851
63 H -1.368 -4.596 -1.623
64 H 1.400 -0.538 -2.998
65 H -1.343 2.799 -2.203
66 H -5.286 -0.966 -5.143
67 H 0.119 -3.591 0.107
68 H 3.924 -3.493 2.025
69 H -3.315 -3.201 1.309
70 H 2.906 -0.499 4.947
71 H -3.164 -1.949 0.020
72 H -4.529 0.443 -3.285
73 H -0.943 -0.539 5.130
74 H 3.750 0.408 1.400
75 H 0.149 -2.131 -3.580
76 H -0.209 -3.869 -3.386
77 H 6.942 -0.663 -1.668
78 H 2.164 -2.482 0.561
79 H -1.278 -4.531 0.679
80 H 5.820 -2.892 -1.474
81 H -4.159 -3.157 -5.582
82 H -0.100 3.489 -6.247
83 H 4.864 4.484 2.098
84 H -2.710 -3.621 -1.061
85 H -2.524 2.663 -0.146
86 H -1.423 4.227 -4.226
87 H -2.278 -3.832 -4.116
88 H 5.518 2.057 1.923
89 H 0.785 -2.980 -2.186
90 H -3.081 -1.463 1.690
91 H -0.189 -2.640 6.185
92 H 0.230 -4.640 4.752
93 H 2.081 -0.301 -4.573
94 H 5.472 1.376 -1.771
95 H 2.505 5.107 1.672

## Properties
* E_HOMO: -1.450 eV
* LUMO level: 4.2 eV
* total charge: -2
* max |F|: 0.01483 Eh/bohr
* E: -4459.039897 hartree
* ΔE to the lowest compared entry with this formula, charge and spin: 0.0 kJ/mol

Mulliken atomic charge list, values in e, 6 entries: -0.631, -0.288, -0.201, -0.422, -0.464, -0.393

(5)
Below is a structure of composition C42H37ClF5N4O2SScTe, with properties calculated with the ωB97M-V functional and the def2-TZVPD basis.

Element x y z (Å)
1 Te -3.116 2.963 2.966
2 Sc 1.169 0.831 0.068
3 Cl 5.187 2.064 -2.573
4 S 5.282 -1.143 0.759
5 F 3.000 3.061 2.803
6 F 1.608 4.703 2.564
7 F 1.296 2.802 0.617
8 F 1.154 1.229 2.154
9 F 1.311 3.242 4.146
10 O 0.033 -0.366 -0.876
11 O -0.256 -2.522 -3.963
12 N -1.377 0.880 1.310
13 N 3.328 -2.837 -0.094
14 N 3.391 0.522 0.934
15 N 2.810 -0.628 0.478
16 C -5.210 0.750 2.356
17 C -4.357 1.271 3.323
18 C 5.251 -0.521 -3.235
19 C -1.564 -1.516 -2.274
20 C -1.548 -0.388 1.256
21 C -1.897 1.774 0.287
22 C -5.071 -0.475 4.832
23 C 3.356 -1.968 -3.266
24 C -0.910 2.184 -4.371
25 C 3.089 0.323 -2.428
26 C 0.476 -0.083 -5.175
27 C 5.470 1.479 1.869
28 C 4.645 0.435 1.184
29 C -5.973 -0.381 2.615
30 C -3.695 -2.198 -1.309
31 C -3.282 -1.655 -0.094
32 C 4.704 -1.758 -3.529
33 C -5.058 -2.823 -1.444
34 C 0.697 1.124 -5.812
35 C -0.741 -3.383 3.399
36 C 0.737 2.620 1.980
37 C 4.451 0.495 -2.733
38 C -2.043 -1.059 0.029
39 C -4.316 0.658 4.573
40 C -0.444 -0.168 -4.130
41 C -1.150 -0.953 -1.057
42 C -1.135 0.975 -3.732
43 C -0.001 2.258 -5.416
44 C -1.117 -1.215 2.404
45 C -0.692 -0.612 3.589
46 C -2.809 -2.133 -2.372
47 C 3.663 -1.599 0.312
48 C -3.005 2.719 0.819
49 C 1.681 3.400 2.867
50 C -5.894 -1.008 3.849
51 C 5.664 2.764 1.062
52 C -0.695 -1.494 -3.492
53 C -1.139 -2.609 2.320
54 C 2.216 1.377 -1.887
55 C 2.592 -0.966 -2.703
56 C -0.305 -1.390 4.665
57 C -0.322 -2.776 4.573
58 H 5.319 -2.531 -3.971
59 H -3.938 -1.672 0.770
60 H 6.299 -0.326 -3.422
61 H 6.358 2.606 0.243
62 H 2.713 2.345 -1.869
63 H 0.012 -0.915 5.586
64 H 1.297 1.441 -2.480
65 H -5.230 -3.169 -2.462
66 H 4.715 3.103 0.650
67 H -2.297 1.229 -0.574
68 H -1.059 2.388 -0.064
69 H -5.299 1.225 1.388
70 H -3.090 -2.547 -3.335
71 H 0.160 3.202 -5.920
72 H -6.473 -1.901 4.047
73 H -5.839 -2.106 -1.185
74 H -1.444 3.069 -4.050
75 H -0.755 -4.463 3.321
76 H -3.687 1.072 5.353
77 H 6.440 1.050 2.121
78 H -5.159 -3.675 -0.769
79 H 2.887 -2.918 -3.499
80 H 2.428 -2.927 -0.541
81 H 1.562 -1.165 -2.455
82 H -5.015 -0.948 5.804
83 H -2.881 3.717 0.405
84 H 1.414 1.184 -6.620
85 H -0.693 0.468 3.658
86 H 4.056 -3.443 -0.428
87 H -3.976 2.352 0.503
88 H 6.061 3.542 1.712
89 H -6.641 -0.762 1.852
90 H -1.469 -3.086 1.407
91 H 4.954 1.730 2.795
92 H -1.857 0.915 -2.927
93 H -0.020 -3.381 5.418
94 H 1.010 -0.978 -5.464

## Properties
* E_HOMO: -7.301 eV
* LUMO level: 0.1 eV
* total charge: 0
* max |F|: 0.03312 Eh/bohr
* E: -4378.667257 hartree

Mulliken atomic charge list, values in e, 6 entries: 0.252, 0.163, -0.234, -0.226, -0.151, -0.284